2 unconnected molecules or ions with the total composition C23H39N4O2. Source: the OMol25 dataset; level of theory: ωB97M-V/def2-TZVPD.

Bonds (Å) are listed after each position.
Geometry (Å):
1 C -1.5241 1.0922 2.2038  C2 1.494, H21 1.095, H22 1.083, H23 1.088
2 C -1.1042 -0.0161 3.1127  C1 1.494, C3 1.411, N15 1.344
3 C -2.0424 -0.8056 3.8118  C2 1.411, C4 1.496, C12 1.381
4 C -3.5153 -0.5696 3.6989  C3 1.496, C5 1.551, H24 1.088, H25 1.092
5 C -4.0085 0.7622 4.3223  C4 1.551, C6 1.505, H26 1.092, H27 1.091
6 C -5.1438 1.3626 3.5381  C5 1.505, C7 1.393, C11 1.387
7 C -6.4068 0.7761 3.5837  C6 1.393, C8 1.385, H28 1.084
8 C -7.4479 1.2903 2.8293  C7 1.385, C9 1.387, H29 1.082
9 C -7.2407 2.4016 2.0251  C8 1.387, C10 1.385, H30 1.081
10 C -5.9928 3.0022 1.9869  C9 1.385, C11 1.389, H31 1.081
11 C -4.9504 2.4825 2.7431  C6 1.387, C10 1.389, H32 1.085
12 C -1.5362 -1.8322 4.5846  C3 1.381, C13 1.400, H33 1.082
13 C -0.1500 -2.0148 4.6640  C12 1.400, N14 1.314, H34 1.081
14 N 0.7037 -1.2477 4.0237  C13 1.314, N15 1.326
15 N 0.2040 -0.2823 3.2637  C2 1.344, N14 1.326, C16 1.479
16 C 1.2560 0.4773 2.5538  N15 1.479, C17 1.543, H35 1.085, H36 1.085
17 C 1.5028 -0.0601 1.1288  C16 1.543, C18 1.532, H37 1.093, H38 1.089
18 C 1.5109 0.9770 0.0014  C17 1.532, C19 1.521, H39 1.092, H40 1.095
19 C 2.2107 2.2892 0.3184  C18 1.521, N20 1.469, H41 1.097, H42 1.093
20 N 2.3679 3.0534 -0.9264  C19 1.469, H43 1.016, H44 1.013
21 H -1.6300 2.0142 2.7843  C1 1.095
22 H -0.8103 1.2870 1.4123  C1 1.083
23 H -2.4978 0.8718 1.7722  C1 1.088
24 H -4.0282 -1.3970 4.1848  C4 1.088
25 H -3.7916 -0.5956 2.6426  C4 1.092
26 H -3.1909 1.4813 4.4021  C5 1.092
27 H -4.3497 0.5375 5.3334  C5 1.091
28 H -6.5770 -0.0838 4.2214  C7 1.084
29 H -8.4291 0.8362 2.8670  C8 1.082
30 H -8.0572 2.8014 1.4398  C9 1.081
31 H -5.8342 3.8784 1.3737  C10 1.081
32 H -3.9848 2.9762 2.7222  C11 1.085
33 H -2.1968 -2.4932 5.1298  C12 1.082
34 H 0.2866 -2.7983 5.2682  C13 1.081
35 H 2.1389 0.3376 3.1694  C16 1.085
36 H 1.0000 1.5313 2.5882  C16 1.085
37 H 0.7407 -0.8122 0.9121  C17 1.093
38 H 2.4487 -0.6005 1.1355  C17 1.089
39 H 2.0309 0.5151 -0.8409  C18 1.092
40 H 0.4912 1.1730 -0.3462  C18 1.095
41 H 1.6417 2.8537 1.0668  C19 1.097
42 H 3.2074 2.0769 0.7121  C19 1.093
43 H 1.4960 3.0045 -1.4450  N20 1.016
44 H 2.4979 4.0398 -0.7341  N20 1.013
45 C 1.2940 -2.5703 -6.2724  O46 1.412, H54 1.089, H55 1.097, H56 1.094
46 O 2.6836 -2.7554 -6.1049  C45 1.412, C47 1.423
47 C 3.4831 -1.6770 -6.5755  O46 1.423, C48 1.511, H57 1.094, H58 1.093
48 C 4.2138 -1.0168 -5.4290  C47 1.511, N49 1.457, H59 1.094, H60 1.099
49 N 3.2834 -0.3298 -4.5437  C48 1.457, C50 1.457, H61 1.012
50 C 3.8802 0.1827 -3.3177  N49 1.457, C51 1.523, H62 1.094, H63 1.094
51 C 4.4237 -0.8193 -2.3081  C50 1.523, O52 1.420, H64 1.094, H65 1.096
52 O 3.4149 -1.6092 -1.6953  C51 1.420, C53 1.417
53 C 3.0806 -2.8070 -2.3749  O52 1.417, H66 1.092, H67 1.094, H68 1.090
54 H 0.8076 -3.4951 -5.9675  C45 1.089
55 H 0.9083 -1.7474 -5.6588  C45 1.097
56 H 1.0413 -2.3707 -7.3181  C45 1.094
57 H 2.8647 -0.9476 -7.1063  C47 1.094
58 H 4.2153 -2.0807 -7.2796  C47 1.093
59 H 4.9227 -0.2878 -5.8316  C48 1.094
60 H 4.7943 -1.7969 -4.9159  C48 1.099
61 H 2.5331 -0.9669 -4.3065  N49 1.012
62 H 3.1229 0.7722 -2.7934  C50 1.094
63 H 4.6837 0.8745 -3.5874  C50 1.094
64 H 4.8877 -0.2491 -1.4985  C51 1.094
65 H 5.2032 -1.4626 -2.7314  C51 1.096
66 H 3.9434 -3.2201 -2.9026  C53 1.092
67 H 2.2682 -2.6644 -3.0932  C53 1.094
68 H 2.7511 -3.5287 -1.6273  C53 1.090

Values from the calculation:
E ... -1268.99960 Ha
2S+1 ... 1
Orbital gap ... 6.1 eV
Charge ... +1

***

16 unconnected molecules or ions with the total composition C21H74N4O16. Source: the OMol25 dataset; level of theory: ωB97M-V/def2-TZVPD.

Bonds (Å) are listed after each position.
Geometry (Å):
1 C -1.8581 -4.4527 0.5254  C2 1.513, H4 1.149, H5 1.081, H6 1.086
2 C -2.1285 -5.1378 -0.7962  C1 1.513, O3 1.401, H7 1.138, H8 1.100
3 O -0.8884 -5.2228 -1.4416  C2 1.401, H9 0.977
4 H -1.0114 -4.9014 1.1587  C1 1.149
5 H -2.7530 -4.3962 1.1289  C1 1.081
6 H -1.6129 -3.3988 0.4279  C1 1.086
7 H -2.8215 -4.5348 -1.4679  C2 1.138
8 H -2.5984 -6.1320 -0.7966  C2 1.100
9 H -0.9680 -5.6521 -2.3155  O3 0.977
10 C -4.4573 1.1070 -3.7853  C11 1.574, H13 1.139, H14 1.127, H15 1.087
11 C -3.7688 0.6842 -2.4343  C10 1.574, O12 1.396, H16 1.031, H17 1.094
12 O -2.3784 0.7606 -2.5285  C11 1.396, H18 1.008
13 H -4.3777 0.2438 -4.5240  C10 1.139
14 H -4.0570 2.0557 -4.2430  C10 1.127
15 H -5.5413 1.0614 -3.7190  C10 1.087
16 H -4.0822 -0.2280 -2.0703  C11 1.031
17 H -4.0435 1.4266 -1.6797  C11 1.094
18 H -1.9026 0.1737 -1.8614  O12 1.008
19 C 1.0019 5.6945 0.8092  C20 1.475, H22 1.104, H23 1.083, H24 1.088
20 C 0.8901 4.5838 -0.1553  C19 1.475, O21 1.412, H25 1.105, H26 1.038
21 O -0.4573 4.4673 -0.5621  C20 1.412, H27 0.980
22 H 0.6138 5.4184 1.8053  C19 1.104
23 H 0.3027 6.4997 0.6198  C19 1.083
24 H 1.9972 6.0700 1.0383  C19 1.088
25 H 1.2405 3.6248 0.2672  C20 1.105
26 H 1.4637 4.7080 -1.0119  C20 1.038
27 H -0.3694 3.7086 -1.1760  O21 0.980
28 C 0.0078 2.6687 2.9431  C29 1.501, H31 1.084, H32 1.128, H33 1.103
29 C -0.9965 2.3333 4.0063  C28 1.501, O30 1.420, H34 1.127, H35 1.075
30 O -0.4993 1.3496 4.9015  C29 1.420, H36 0.945
31 H 0.2250 1.7309 2.4456  C28 1.084
32 H 0.9783 2.9261 3.4583  C28 1.128
33 H -0.3854 3.4660 2.2903  C28 1.103
34 H -1.9912 2.0463 3.5605  C29 1.127
35 H -1.3687 3.2065 4.5119  C29 1.075
36 H -0.1821 1.8512 5.6374  O30 0.945
37 C 3.4978 -1.4375 -1.0897  C38 1.525, H40 1.064, H41 1.075, H42 1.088
38 C 4.7885 -2.1704 -1.4405  C37 1.525, O39 1.373, H43 1.085, H44 1.131
39 O 5.0064 -3.0763 -0.4322  C38 1.373, H45 0.980
40 H 3.4295 -0.6051 -1.7484  C37 1.064
41 H 3.5472 -1.1296 -0.0613  C37 1.075
42 H 2.6606 -2.0922 -1.3229  C37 1.088
43 H 5.5453 -1.3924 -1.4389  C38 1.085
44 H 4.7168 -2.6307 -2.4706  C38 1.131
45 H 4.5597 -3.9145 -0.6738  O39 0.980
46 C 0.1931 3.0783 -3.2131  O47 1.402, N48 1.320, N49 1.295
47 O 0.8532 4.2567 -3.5887  C46 1.402
48 N -0.9070 2.6648 -3.8146  C46 1.320, H50 1.001, H51 1.021
49 N 0.3198 2.3606 -2.1420  C46 1.295, H52 1.025, H53 1.015
50 H -1.1531 3.1949 -4.6267  N48 1.001
51 H -1.6158 2.0564 -3.4029  N48 1.021
52 H 1.2137 2.3350 -1.6419  N49 1.025
53 H -0.3242 1.6117 -1.9098  N49 1.015
54 C 1.2743 -1.8673 4.4309  O55 1.371, N56 1.274, N57 1.291
55 O 1.7423 -1.4137 3.2251  C54 1.371
56 N 1.4990 -3.0628 4.8090  C54 1.274, H58 1.008, H59 1.072
57 N 0.4651 -1.2208 5.2015  C54 1.291, H60 1.061, H61 1.038
58 H 1.9375 -3.7011 4.1633  N56 1.008
59 H 1.3474 -3.3149 5.8399  N56 1.072
60 H 0.1518 -0.2509 4.9076  N57 1.061
61 H -0.1977 -1.6664 5.8638  N57 1.038
62 C 3.8202 2.8551 -0.8361  O63 1.427, H64 1.086, H65 1.090, H66 1.134
63 O 2.7997 1.8831 -0.6146  C62 1.427, H67 1.009
64 H 4.7406 2.4140 -1.2074  C62 1.086
65 H 4.1438 3.4377 0.0260  C62 1.090
66 H 3.4616 3.7482 -1.4361  C62 1.134
67 H 3.1302 1.2670 0.1123  O63 1.009
68 C 4.3206 0.7722 2.3429  O69 1.458, H70 1.138, H71 1.125, H72 1.050
69 O 2.9320 0.7344 1.9015  C68 1.458, H73 0.979
70 H 4.4727 0.1916 3.3101  C68 1.138
71 H 4.7737 1.7987 2.4185  C68 1.125
72 H 4.9037 0.3185 1.5968  C68 1.050
73 H 2.6086 -0.1376 2.2065  O69 0.979
74 C 1.7403 0.1739 -3.8790  O75 1.419, H76 1.048, H77 1.090, H78 1.126
75 O 0.8336 0.7313 -4.8178  C74 1.419, H79 0.984
76 H 2.4511 -0.4424 -4.3410  C74 1.048
77 H 1.2032 -0.3974 -3.1218  C74 1.090
78 H 2.3360 0.9420 -3.3099  C74 1.126
79 H 0.1681 1.2409 -4.3028  O75 0.984
80 C -2.7642 2.4870 0.9949  O81 1.419, H82 1.040, H83 1.086, H84 1.087
81 O -2.5173 3.8792 1.1134  C80 1.419, H85 0.976
82 H -3.0350 2.3623 -0.0010  C80 1.040
83 H -3.5890 2.1126 1.5937  C80 1.086
84 H -1.8436 1.9677 1.2503  C80 1.087
85 H -1.7753 4.1150 0.5244  O81 0.976
86 C -4.0554 -1.9679 0.1208  O87 1.399, H88 1.115, H89 1.083, H90 1.088
87 O -5.3227 -1.8535 -0.4612  C86 1.399, H91 0.978
88 H -4.0079 -2.2083 1.2089  C86 1.115
89 H -3.6540 -0.9620 0.1010  C86 1.083
90 H -3.3502 -2.5485 -0.4697  C86 1.088
91 H -5.2612 -2.2534 -1.3513  O87 0.978
92 C -1.0985 -2.1292 -3.3099  O93 1.414, H94 1.132, H95 1.061, H96 1.127
93 O -0.6992 -2.4216 -1.9853  C92 1.414, H97 0.973
94 H -2.2215 -2.2404 -3.3992  C92 1.132
95 H -0.7136 -2.8022 -4.0348  C92 1.061
96 H -0.8924 -1.0691 -3.6339  C92 1.127
97 H -0.7842 -3.3858 -1.8821  O93 0.973
98 C 1.3190 -3.2925 0.9516  O99 1.380, H100 1.115, H101 1.068, H102 1.061
99 O 1.2510 -3.7995 -0.3305  C98 1.380, H103 1.006
100 H 0.4798 -2.5947 1.1815  C98 1.115
101 H 2.2487 -2.7803 1.0719  C98 1.068
102 H 1.2350 -4.0282 1.7110  C98 1.061
103 H 0.3534 -4.2512 -0.3857  O99 1.006
104 C -1.9871 -0.9891 2.4130  O105 1.366, H106 1.057, H107 1.075, H108 1.105
105 O -1.8845 -2.0582 3.2569  C104 1.366, H109 0.931
106 H -1.6953 -1.2183 1.4228  C104 1.057
107 H -1.4162 -0.1470 2.7616  C104 1.075
108 H -3.0468 -0.6780 2.4328  C104 1.105
109 H -1.0155 -2.0102 3.5874  O105 0.931
110 C 0.4117 -0.0221 0.0271  O111 1.393, H112 1.047, H113 1.082, H114 1.100
111 O -0.8360 -0.1850 -0.5695  C110 1.393, H115 1.006
112 H 1.1602 -0.3351 -0.6353  C110 1.047
113 H 0.5270 -0.5400 0.9699  C110 1.082
114 H 0.6358 1.0472 0.1526  C110 1.100
115 H -0.7675 -1.1526 -0.8362  O111 1.006

Values from the calculation:
Relative energy (zero: lowest compared OMol25 entry of this formula, charge and spin) ... 13.8 kcal/mol
E ... -2267.10002 Ha
2S+1 ... 1
Orbital gap ... 8.9 eV